Computed, not measured: 7 unconnected molecules or ions with the total composition C32H79N5O7, with wB97M-V/def2-TZVPD.

Summary:
DFT total energy   -56231.3216 eV
Highest occupied orbital energy (spin up / spin down)   -9.31 / -9.31 eV
2S+1   2
Charge   +1
HOMO-LUMO gap (spin up / spin down)   6.63 / 2.52 eV

Last column: Löwdin spin population.
Element x y z (Å)
C 5.47795 -1.33735 1.16181  0.03
C 6.78821 -0.99159 0.47510  0.04
C 6.46416 -0.29159 -0.90144  0.00
C 5.99756 1.16455 -0.70061  0.00
C 7.08930 1.99130 0.09874  0.00
C 7.56226 1.39849 1.45909  0.05
N 7.71012 -0.08765 1.29548  0.63
O 8.18785 -0.72353 2.42042  0.15
C 8.97963 1.97553 1.90347  0.01
C 6.51702 1.72875 2.61566  0.05
C 7.56535 -2.26935 0.07983  0.01
H 4.93306 -0.54180 1.67003  0.00
H 5.72573 -1.96201 2.02001  0.00
H 4.78725 -1.94832 0.58064  0.00
H 7.37920 -0.22960 -1.49046  0.00
H 5.73196 -0.79702 -1.53114  0.00
H 4.95636 1.37691 -0.45792  0.00
H 6.03289 1.63840 -1.68159  0.00
H 6.53562 2.89241 0.36241  0.00
H 7.89687 2.37968 -0.52182  0.00
H 9.72411 1.66999 1.16829  0.00
H 9.06991 3.06179 1.90141  0.00
H 9.36034 1.60096 2.85365  0.00
H 6.29212 2.79121 2.70892  0.01
H 5.59420 1.14867 2.61393  0.00
H 6.95039 1.47395 3.58280  0.00
H 8.01849 -2.58568 1.01935  0.00
H 8.49673 -2.04041 -0.43805  0.00
H 6.97362 -3.05862 -0.38387  0.00
H 9.11891 -0.49575 2.36715  0.01
C -7.24150 1.90227 -6.26094  0.00
C -6.52759 2.70093 -5.11395  0.00
C -7.54435 3.01100 -3.94590  0.00
C -7.83646 1.82286 -2.99027  0.00
C -6.44695 1.27159 -2.46328  0.00
C -5.30383 0.98052 -3.51004  0.00
N -5.30963 2.09110 -4.51048  0.00
O -4.34899 1.74750 -5.49924  0.00
C -3.92672 0.87367 -2.72898  0.00
C -5.73127 -0.34162 -4.11226  0.00
C -6.16095 4.12456 -5.77231  0.00
H -8.17066 2.39429 -6.54850  0.00
H -7.35406 0.87314 -5.91988  0.00
H -6.62229 1.86251 -7.15709  0.00
H -7.39071 3.90496 -3.34148  0.00
H -8.57544 3.16431 -4.26442  0.00
H -8.38527 1.02788 -3.49516  0.00
H -8.31570 2.38126 -2.18615  0.00
H -6.63968 0.35795 -1.90095  0.00
H -5.98657 2.02304 -1.82182  0.00
H -3.74590 -0.06661 -2.20812  0.00
H -3.11103 0.92826 -3.44992  0.00
H -3.58084 1.71893 -2.13401  0.00
H -5.64041 -1.11141 -3.34592  0.00
H -6.78366 -0.36775 -4.39492  0.00
H -5.11311 -0.52945 -4.99015  0.00
H -5.97245 4.89437 -5.02400  0.00
H -7.13474 4.35484 -6.20452  0.00
H -5.44154 3.99507 -6.58087  0.00
H -3.80663 2.53362 -5.59650  0.00
C -6.28364 -0.56593 2.14839  0.00
O -7.44160 -0.05277 2.79820  0.00
H -5.39078 -0.16435 2.62760  0.00
H -6.30950 -1.63601 2.35419  0.00
H -6.31550 -0.35899 1.07869  0.00
H -7.28735 0.89380 2.84096  0.00
C 3.00475 -3.79817 1.52077  0.00
O 4.20622 -4.47221 1.25703  0.00
H 3.23431 -2.83309 1.97245  0.00
H 2.45823 -3.60447 0.59780  0.00
H 2.40184 -4.46809 2.13380  0.00
H 4.35320 -4.70056 0.33625  0.00
C -2.13534 0.20032 0.82012  0.00
C -1.09636 -0.87938 1.21109  0.00
C -0.14888 -0.46302 2.34174  0.00
O 0.86248 -1.52077 2.53896  0.00
C 1.79384 -1.16348 3.52955  0.00
N -1.76901 -2.10629 1.60769  0.00
H -2.15801 0.92359 1.63527  0.00
H -3.16943 -0.12834 0.71655  0.00
H -1.79606 0.77241 -0.04342  0.00
H -0.40546 -1.11148 0.40061  0.00
H -0.76759 -0.23727 3.21027  0.00
H 0.37716 0.40073 1.93515  0.00
H 2.52074 -1.95523 3.71079  0.00
H 1.39675 -0.87498 4.50279  0.00
H 2.50609 -0.37865 3.27493  0.00
H -1.05177 -2.64081 2.07669  0.00
H -2.28491 -1.85466 2.43872  0.00
C -0.42534 -4.38509 -0.87193  0.00
C -0.14704 -5.70384 -1.62091  0.00
C 0.66626 -5.57267 -2.91480  0.00
O 0.25383 -4.51534 -3.84316  0.00
C 0.95230 -4.49187 -5.12426  0.00
N 0.42195 -6.69555 -0.78076  0.00
H -1.05204 -4.50819 0.01136  0.00
H -0.88565 -3.76773 -1.64335  0.00
H 0.48690 -3.82173 -0.67562  0.00
H -1.18577 -6.02740 -1.68764  0.00
H 0.78742 -6.57539 -3.32465  0.00
H 1.69609 -5.39368 -2.60572  0.00
H 1.62136 -3.63834 -5.01487  0.00
H 0.09401 -4.26023 -5.75495  0.00
H 1.43748 -5.43564 -5.37327  0.00
H 1.16405 -6.39602 -0.16460  0.00
H 1.02964 -7.25082 -1.36599  0.00
C -2.21750 3.99751 5.04799  0.00
C -1.07394 3.66541 6.07635  0.00
C 0.28006 3.69331 5.34869  0.00
O 0.30300 2.80148 4.18234  0.00
C 1.23601 3.03403 3.18065  0.00
N -1.20950 4.67133 7.14336  0.00
H -2.14253 3.30385 4.21054  0.00
H -2.07701 5.00871 4.66611  0.00
H -3.21320 4.06325 5.48658  0.00
H -1.29330 2.63894 6.37022  0.00
H 1.21545 3.62728 5.90437  0.00
H 0.32900 4.66799 4.86318  0.00
H 2.22861 2.63443 3.38837  0.00
H 1.21974 4.07901 2.87106  0.00
H 1.02195 2.70009 2.16539  0.00
H -0.51031 4.65394 7.87202  0.00
H -2.08435 4.52145 7.62529  0.00